1.
Below is C26H63GaN2O9PS2 as an isolated structure, with properties calculated with ωB97M-V with the def2-TZVPD basis set.

Element x y z (Å)
C (2.1765, -0.2174, 1.7173)
C (0.8224, -0.8432, 2.3069)
O (0.5638, -0.5643, 3.4852)
N (0.0108, -1.6272, 1.3980)
C (-1.3212, -1.9580, 1.9438)
C (-2.6057, -1.6504, 1.0094)
O (-1.5549, -2.4899, 3.0331)
Ga (0.8119, -3.3378, 0.9103)
S (-0.3614, -4.0554, -0.9776)
C (2.7839, -3.2448, 0.3329)
C (3.8019, -3.8618, 1.3959)
N (3.8444, -3.5658, 2.6633)
P (0.5659, -5.0419, 2.5016)
O (-1.0970, -5.5121, 2.5223)
O (1.4131, -6.4402, 1.9768)
S (1.0168, -4.5353, 4.3264)
H (2.1169, -0.0115, 0.6064)
H (3.0521, -0.9389, 1.8611)
H (2.4865, 0.7326, 2.2939)
H (-2.5620, -2.4394, 0.1792)
H (-3.5851, -1.8556, 1.5554)
H (-2.5714, -0.6287, 0.5314)
H (-0.4082, -2.9294, -1.8067)
H (2.8739, -3.9097, -0.5957)
H (3.1043, -2.2076, -0.0233)
H (4.5620, -4.6100, 1.0170)
H (3.0791, -2.8886, 2.8562)
H (-1.4388, -5.1614, 3.3705)
H (1.9888, -6.7109, 2.7251)
C (5.7434, 4.9816, 4.9150)
C (5.3599, 4.7644, 3.4608)
O (5.0332, 3.4188, 3.1550)
C (3.9384, 2.8588, 3.8693)
C (2.6321, 3.6040, 3.6545)
H (6.5906, 4.3445, 5.1857)
H (6.0193, 6.0254, 5.0845)
H (4.9240, 4.7387, 5.5934)
H (6.2125, 5.0281, 2.8300)
H (4.5410, 5.4292, 3.1659)
H (4.1801, 2.7859, 4.9348)
H (3.8242, 1.8338, 3.5105)
H (2.6875, 4.6370, 4.0043)
H (1.8211, 3.1102, 4.1940)
H (2.3798, 3.6317, 2.5913)
C (5.6238, 10.3993, -0.4292)
C (4.6317, 9.8993, 0.6074)
O (4.5159, 8.4855, 0.6477)
C (5.7010, 7.7654, 0.9555)
C (6.2880, 8.1138, 2.3125)
H (5.3480, 10.0413, -1.4255)
H (5.6444, 11.4916, -0.4408)
H (6.6372, 10.0487, -0.2266)
H (3.6399, 10.2839, 0.3597)
H (4.8734, 10.2882, 1.6020)
H (6.4417, 7.8995, 0.1599)
H (5.4307, 6.7065, 0.9485)
H (6.5834, 9.1631, 2.3735)
H (7.1725, 7.5045, 2.5112)
H (5.5545, 7.9342, 3.1029)
C (-3.7255, -6.7816, 1.5663)
C (-3.7788, -8.0351, 2.4212)
O (-5.0797, -8.6070, 2.5187)
C (-5.6766, -9.0178, 1.2999)
C (-4.8764, -10.0745, 0.5573)
H (-4.4127, -6.0236, 1.9558)
H (-2.7128, -6.3692, 1.5590)
H (-4.0133, -6.9807, 0.5316)
H (-3.4768, -7.7795, 3.4392)
H (-3.0626, -8.7829, 2.0661)
H (-5.8684, -8.1488, 0.6615)
H (-6.6552, -9.4321, 1.5583)
H (-3.8891, -9.7109, 0.2675)
H (-5.4014, -10.3793, -0.3512)
H (-4.7287, -10.9548, 1.1884)
C (-1.8413, 1.7524, -1.5181)
C (-0.8754, 0.6511, -1.9219)
O (-1.3243, -0.1181, -3.0292)
C (-1.5395, 0.5889, -4.2402)
C (-0.2945, 1.2801, -4.7694)
H (-2.8225, 1.3309, -1.2787)
H (-1.4645, 2.2871, -0.6430)
H (-1.9870, 2.4814, -2.3176)
H (-0.7662, -0.0418, -1.0862)
H (0.1221, 1.0567, -2.1206)
H (-2.3647, 1.2996, -4.1206)
H (-1.8727, -0.1485, -4.9755)
H (0.0800, 2.0355, -4.0762)
H (-0.5098, 1.7744, -5.7195)
H (0.5073, 0.5541, -4.9262)
C (-6.6384, -0.5227, -7.9007)
C (-5.4339, 0.1768, -7.2936)
O (-5.7436, 0.9442, -6.1406)
C (-6.2975, 0.2331, -5.0416)
C (-5.3913, -0.8627, -4.5081)
H (-7.4119, 0.2059, -8.1614)
H (-6.3483, -1.0664, -8.8028)
H (-7.0857, -1.2386, -7.2091)
H (-5.0244, 0.8739, -8.0282)
H (-4.6361, -0.5385, -7.0695)
H (-7.2826, -0.1653, -5.3077)
H (-6.4667, 0.9683, -4.2508)
H (-5.1939, -1.6314, -5.2576)
H (-5.8498, -1.3477, -3.6439)
H (-4.4271, -0.4471, -4.2047)

total energy: -4877.69958 Ha
ΔE to the lowest compared entry with this formula, charge and spin: 1.670 eV
total charge: -1
orbital gap: 0.2747 Ha
lowest unoccupied orbital energy: 2.011 eV

=====

2.
Below is C26H64CaN3O10 as an isolated structure, with properties calculated with ωB97M-V with the def2-TZVPD basis set.

Element x y z (Å)
Ca (2.8269, -2.4433, -2.5528)
C (0.7884, 0.0741, 0.2176)
C (1.5586, -0.8639, -0.6842)
O (1.3118, -2.0874, -0.7049)
O (2.4933, -0.4907, -1.4144)
H (0.7069, -0.3474, 1.2195)
H (-0.2530, 0.1012, -0.1031)
H (1.3184, 1.0261, 0.1868)
C (0.2933, 4.8097, 1.0857)
O (-0.0877, 4.5989, 2.4531)
C (-1.2664, 5.2679, 2.7941)
C (-1.4420, 4.8012, 4.2277)
N (-1.8246, 3.4629, 4.1977)
C (-1.9062, 2.7748, 5.4867)
C (-3.0641, 3.0744, 6.4447)
O (-3.0515, 2.2329, 7.6210)
C (-4.1894, 2.5456, 8.5360)
H (0.3626, 3.8017, 0.6769)
H (1.2898, 5.2267, 0.9402)
H (-0.4107, 5.3729, 0.4731)
H (-2.1820, 4.9894, 2.2724)
H (-1.1992, 6.3557, 2.8063)
H (-2.2023, 5.4503, 4.6620)
H (-0.5686, 4.9939, 4.8507)
H (-1.2878, 2.9703, 3.4982)
H (-0.9324, 2.9540, 5.9424)
H (-1.9687, 1.7177, 5.2282)
H (-3.9689, 2.9731, 5.8454)
H (-3.0358, 4.1375, 6.6837)
H (-4.0812, 2.0438, 9.4975)
H (-5.1500, 2.2304, 8.1286)
H (-4.2725, 3.6187, 8.7083)
C (5.2114, -2.5933, -0.0424)
O (4.7857, -2.8288, -1.3798)
C (5.8287, -3.3261, -2.2890)
C (5.3290, -4.2447, -3.4048)
N (4.1456, -3.7909, -4.0648)
C (4.3236, -2.9895, -5.2776)
C (5.0670, -1.6819, -5.0231)
O (4.2730, -0.9998, -3.9382)
C (4.7334, 0.3492, -3.6847)
H (4.3310, -2.4686, 0.5881)
H (5.9360, -1.7991, 0.1374)
H (5.6729, -3.4798, 0.3927)
H (6.5895, -3.8319, -1.6946)
H (6.2000, -2.3381, -2.5614)
H (5.1537, -5.1936, -2.8979)
H (6.1546, -4.3463, -4.1092)
H (3.7026, -4.5434, -4.5723)
H (3.3405, -2.8467, -5.7263)
H (4.8449, -3.6339, -5.9856)
H (5.0629, -1.1198, -5.9570)
H (6.0426, -1.8948, -4.5861)
H (4.1941, 0.8432, -2.8764)
H (4.5854, 0.9718, -4.5671)
H (5.7505, 0.4786, -3.3149)
C (-6.3631, 4.6805, -5.3176)
O (-5.1305, 4.1721, -5.8458)
C (-5.2673, 2.8136, -5.9596)
C (-3.8452, 2.1054, -5.9150)
N (-3.4141, 1.9502, -4.5387)
C (-2.1407, 1.2248, -4.4532)
C (-1.5000, 1.5551, -3.0463)
O (-0.7853, 2.7792, -3.0709)
C (0.0026, 3.1513, -1.9757)
H (-6.4197, 5.7619, -5.4417)
H (-6.3629, 4.5127, -4.2406)
H (-7.2472, 4.2358, -5.7746)
H (-5.5854, 2.7041, -6.9964)
H (-6.0455, 2.2945, -5.4000)
H (-3.0545, 2.5393, -6.5271)
H (-4.1153, 1.1616, -6.3887)
H (-3.1885, 2.8734, -4.1970)
H (-1.4209, 1.5285, -5.2133)
H (-2.2336, 0.1389, -4.4352)
H (-0.7723, 0.7827, -2.7974)
H (-2.2415, 1.4125, -2.2602)
H (1.0328, 2.8464, -2.1594)
H (-0.2437, 2.5280, -1.1160)
H (-0.1578, 4.2022, -1.7351)
C (0.8672, -4.4782, 1.6921)
C (0.1467, -5.8442, 1.9282)
C (1.2172, -6.9402, 2.1800)
O (-0.6206, -5.6471, 3.1159)
H (0.1797, -3.6665, 1.4543)
H (1.6367, -4.6024, 0.9302)
H (1.2684, -4.0988, 2.6319)
H (-0.6161, -6.0817, 1.1866)
H (2.0316, -6.5853, 2.8116)
H (1.6974, -7.3389, 1.2864)
H (0.7057, -7.7985, 2.6156)
H (-0.3024, -4.8589, 3.5619)
C (-2.3862, -2.8678, 3.4176)
C (-1.0031, -2.2745, 3.6123)
C (-1.1678, -1.0538, 4.3364)
O (-0.0988, -3.1107, 4.3439)
H (-3.1906, -2.1335, 3.3731)
H (-2.6321, -3.5176, 4.2575)
H (-2.3721, -3.4447, 2.4929)
H (-0.5779, -2.0732, 2.6290)
H (-0.2435, -0.4906, 4.2079)
H (-1.4279, -1.1075, 5.3935)
H (-1.9483, -0.4438, 3.8816)
H (-0.5269, -3.5614, 5.0754)

total energy: -2622.63681 Ha
total charge: +2
orbital gap (spin up / spin down): 0.2724 / 0.1066 Ha
multiplicity: 2
lowest unoccupied orbital energy (spin up / spin down): -4.560 / -9.073 eV